# 1
C4H5ClFNO | ωB97M-V/def2-TZVPD

The HOMO energy is -8.633 eV. The LUMO energy comes out at 0.35 eV. The energy relative to the best compared isomer or geometry (same formula, charge and spin) is 1.096 eV. As for the SMILES: N/C(CF)=C(/Cl)C=O. The value obtained for the HOMO-LUMO gap is 9.0 eV.

Cartesian coordinates (Å):
N: 0.2486 -0.7891 1.1834
C: 0.2470 0.0764 0.1781
C: 0.1883 1.4675 0.8103
F: 0.4636 1.3589 2.2159
C: 0.0008 -0.0899 -1.1227
Cl: -0.0351 1.2376 -2.2311
C: -0.4710 -1.4273 -1.6195
O: -0.5162 -2.4128 -0.9108
H: 0.4076 -0.4885 2.1718
H: -0.0496 -1.7138 0.8018
H: -0.9330 1.9355 0.7241
H: 0.9681 2.2214 0.5068
H: -0.5191 -1.3759 -2.7080

Computed Mulliken charges, given in elementary charges: number 1, N, carries -0.374; number 2, C, carries 0.336; number 3, C, carries -0.340; number 4, F, carries -0.343; number 5, C, carries 0.112; number 6, Cl, carries -0.230; number 7, C, carries 0.103; number 8, O, carries -0.605; number 9, H, carries 0.244; number 10, H, carries 0.277; number 11, H, carries 0.238; number 12, H, carries 0.292; number 13, H, carries 0.290

# 2
C52H65Cl3N4O3SiTi | ωB97M-V/def2-TZVPD

The HOMO energy is -13.354 eV. As for the total charge: +2. The LUMO energy comes out at -6.41 eV. The energy relative to the best compared isomer or geometry (same formula, charge and spin) is 3.760 eV. The value obtained for the HOMO-LUMO gap is 6.9 eV.

Cartesian coordinates (Å):
Ti: 0.3153 -0.5525 0.5434
C: -1.5135 0.4337 0.5687
Si: -2.6542 0.6537 -0.8768
C: -2.2946 -1.0247 -1.6019
N: -0.8505 -1.3327 -1.5165
C: -0.6926 -2.7878 -1.6538
C: -1.3182 -3.3496 -2.9338
C: -1.0167 -2.4520 -4.1473
C: 0.1454 -1.5079 -3.8516
C: -0.1022 -0.6384 -2.6092
C: -2.2196 2.1706 -1.8797
C: -1.3303 3.1317 -1.3943
C: -1.1191 4.3251 -2.0721
C: -1.7900 4.5735 -3.2602
C: -2.6682 3.6250 -3.7689
C: -2.8850 2.4412 -3.0804
C: -4.4631 0.6520 -0.4328
C: -4.9272 1.0765 0.8143
C: -6.2815 1.0657 1.1160
C: -7.1978 0.6283 0.1699
C: -6.7568 0.2007 -1.0751
C: -5.4016 0.2111 -1.3709
H: -2.1535 -0.0330 1.3054
H: -1.2220 1.3955 1.0002
H: -2.6705 -1.1574 -2.6190
H: -2.8225 -1.7436 -0.9682
H: -1.1250 -3.2641 -0.7816
H: 0.3706 -2.9781 -1.6599
H: -2.3943 -3.4692 -2.8101
H: -0.9050 -4.3499 -3.0794
H: -1.8962 -1.8610 -4.4114
H: -0.7820 -3.0606 -5.0196
H: 1.0624 -2.0794 -3.7287
H: 0.3056 -0.8469 -4.7015
H: 0.8534 -0.3059 -2.2167
H: -0.6829 0.2388 -2.8888
H: -0.7942 2.9498 -0.4702
H: -0.4379 5.0674 -1.6731
H: -1.6377 5.5080 -3.7838
H: -3.1956 3.8173 -4.6940
H: -3.5904 1.7203 -3.4813
H: -4.2223 1.4286 1.5634
H: -6.6250 1.4038 2.0855
H: -8.2545 0.6224 0.4017
H: -7.4681 -0.1418 -1.8150
H: -5.0777 -0.1340 -2.3481
C: -0.7111 3.0825 2.9134
C: 0.4844 2.4000 3.5190
C: 0.7377 2.5491 4.8771
C: 1.8149 1.9224 5.4844
C: 2.6657 1.1339 4.7300
C: 2.4592 0.9765 3.3652
C: 3.4668 0.2447 2.5159
C: 1.3600 1.6021 2.7788
N: 1.2986 1.5325 1.3265
C: 1.9076 2.4771 0.6962
C: 2.6597 3.6030 1.3579
C: 2.0423 2.4447 -0.7992
C: 2.6050 3.6735 -1.4706
N: 1.7678 1.3436 -1.3729
C: 2.3018 1.0718 -2.6815
C: 3.5228 0.3797 -2.7004
C: 4.2791 0.1044 -1.4254
C: 4.0575 0.0124 -3.9271
C: 3.4084 0.3303 -5.1120
C: 2.2482 1.0817 -5.0731
C: 1.6960 1.4986 -3.8636
C: 0.5672 2.4996 -3.8639
H: -1.0048 3.9409 3.5153
H: -1.5631 2.3991 2.8847
H: -0.5321 3.4306 1.8968
H: 0.0827 3.1828 5.4631
H: 1.9961 2.0627 6.5416
H: 3.5228 0.6619 5.1950
H: 4.1038 -0.3850 3.1341
H: 4.1085 0.9499 1.9800
H: 2.9885 -0.3930 1.7662
H: 2.6467 3.5511 2.4361
H: 2.2477 4.5644 1.0489
H: 3.6983 3.5788 1.0235
H: 2.0093 4.5496 -1.2073
H: 2.6042 3.5629 -2.5458
H: 3.6295 3.8747 -1.1577
H: 3.6245 -0.2590 -0.6321
H: 4.7601 1.0177 -1.0608
H: 5.0713 -0.6231 -1.5971
H: 4.9983 -0.5243 -3.9515
H: 3.8271 0.0219 -6.0603
H: 1.7713 1.3901 -5.9958
H: 0.9691 3.5059 -4.0100
H: 0.0144 2.5086 -2.9265
H: -0.1251 2.3204 -4.6848
Cl: 2.1129 -6.7708 4.6362
C: 1.7310 -5.4203 3.6514
C: 1.5498 -4.1722 4.2099
C: 1.1961 -3.0989 3.4127
Cl: 1.0291 -1.5947 4.2257
C: 1.0101 -3.2044 2.0254
O: 0.5700 -2.1153 1.3081
C: 1.2917 -4.4749 1.4900
Cl: 1.2980 -4.8186 -0.1984
C: 1.6205 -5.5632 2.2820
H: 1.6871 -4.0179 5.2704
H: 1.7946 -6.5203 1.8125
C: -4.0280 -1.5257 4.2441
N: -2.7981 -1.4492 3.4556
C: -2.6569 -2.4642 2.4213
C: -1.8365 -0.5361 3.7053
C: -2.0584 0.3749 4.8820
O: -0.8189 -0.4130 3.0092
H: -4.7194 -2.1897 3.7325
H: -4.5024 -0.5505 4.3350
H: -3.8451 -1.9268 5.2419
H: -3.4617 -2.3688 1.6886
H: -2.7072 -3.4583 2.8690
H: -1.7006 -2.3514 1.9267
H: -2.5149 -0.1390 5.7241
H: -2.7161 1.1988 4.5915
H: -1.0997 0.7895 5.1822
C: 3.1450 -2.8474 -2.4483
C: 3.0162 -2.2550 -1.0781
C: 4.0683 -2.6222 -0.0838
O: 2.1071 -1.4845 -0.7824
H: 3.9249 -3.6031 -2.4915
H: 3.3838 -2.0436 -3.1508
H: 2.1996 -3.2846 -2.7651
H: 5.0522 -2.3685 -0.4857
H: 4.0574 -3.7069 0.0548
H: 3.9169 -2.1272 0.8729

Mulliken population analysis, charges in e, atoms 1 to 99: number 1, Ti, carries 0.963; number 2, C, carries 2.096; number 3, Si, carries -1.712; number 4, C, carries -1.237; number 5, N, carries 1.781; number 6, C, carries -0.165; number 7, C, carries -0.979; number 8, C, carries -1.212; number 9, C, carries -0.836; number 10, C, carries 0.289; number 11, C, carries 1.373; number 12, C, carries -0.621; number 13, C, carries -0.237; number 14, C, carries -0.855; number 15, C, carries -0.911; number 16, C, carries -0.617; number 17, C, carries 0.689; number 18, C, carries 0.214; number 19, C, carries -0.851; number 20, C, carries -0.608; number 21, C, carries -0.721; number 22, C, carries -0.461; number 23, H, carries -1.077; number 24, H, carries 0.199; number 25, H, carries 0.732; number 26, H, carries 0.675; number 27, H, carries 0.837; number 28, H, carries -1.049; number 29, H, carries 0.345; number 30, H, carries 0.510; number 31, H, carries 0.286; number 32, H, carries 0.560; number 33, H, carries 0.065; number 34, H, carries 0.592; number 35, H, carries -1.173; number 36, H, carries 0.240; number 37, H, carries 0.009; number 38, H, carries 0.527; number 39, H, carries 0.458; number 40, H, carries 0.486; number 41, H, carries 0.383; number 42, H, carries 0.377; number 43, H, carries 0.466; number 44, H, carries 0.405; number 45, H, carries 0.446; number 46, H, carries 0.265; number 47, C, carries -1.021; number 48, C, carries 1.023; number 49, C, carries -0.709; number 50, C, carries -0.971; number 51, C, carries -0.737; number 52, C, carries 0.027; number 53, C, carries -0.996; number 54, C, carries -0.282; number 55, N, carries 1.687; number 56, C, carries 0.570; number 57, C, carries -2.186; number 58, C, carries 0.766; number 59, C, carries -2.360; number 60, N, carries 1.126; number 61, C, carries -0.358; number 62, C, carries 0.324; number 63, C, carries -0.766; number 64, C, carries -0.100; number 65, C, carries -1.150; number 66, C, carries -0.566; number 67, C, carries 0.963; number 68, C, carries -1.114; number 69, H, carries 0.701; number 70, H, carries -0.193; number 71, H, carries -0.013; number 72, H, carries 0.477; number 73, H, carries 0.416; number 74, H, carries 0.484; number 75, H, carries 0.563; number 76, H, carries 0.424; number 77, H, carries -0.543; number 78, H, carries 0.471; number 79, H, carries 0.445; number 80, H, carries 0.429; number 81, H, carries 0.364; number 82, H, carries 0.376; number 83, H, carries 0.566; number 84, H, carries -0.643; number 85, H, carries 0.483; number 86, H, carries 0.420; number 87, H, carries 0.492; number 88, H, carries 0.471; number 89, H, carries 0.547; number 90, H, carries 0.604; number 91, H, carries -0.796; number 92, H, carries 0.698; number 93, Cl, carries -0.170; number 94, C, carries 0.040; number 95, C, carries -0.774; number 96, C, carries 0.860; number 97, Cl, carries -0.070; number 98, C, carries -1.929; number 99, O, carries 0.837

# 3
C7H8N2O2S | ωB97M-V/def2-TZVPD

The HOMO energy (spin up / spin down) is -8.452 / -7.083 eV. The LUMO energy (spin up / spin down) comes out at -0.54 / -0.62 eV. The energy relative to the best compared isomer or geometry (same formula, charge and spin) is 8.045 eV. The value obtained for the HOMO-LUMO gap (spin up / spin down) is 7.9 / 6.5 eV.

Cartesian coordinates (Å):
C: 0.7739 0.0464 -2.8897
C: 0.7718 -0.4663 -1.5957
C: -0.4972 0.3100 -3.4414
C: -0.4999 -0.4864 -1.0617
C: 0.6536 1.3590 1.6685
C: -0.0263 -0.9828 1.3527
C: -0.8875 -0.9922 0.1916
N: -0.1609 0.2986 1.9996
N: 1.8065 1.2382 1.0730
O: 2.6826 2.0403 0.6538
O: -1.4633 0.7959 2.1045
S: -1.6910 0.1532 -2.1732
H: 1.6507 0.0958 -3.4413
H: 1.7219 -0.7411 -1.0431
H: -1.0050 0.8364 -4.3110
H: 0.0572 2.1984 1.7775
H: -0.6452 -1.7800 2.0675
H: 1.0102 -1.2795 1.2257
H: -1.9729 -1.1593 0.2994
H: -1.5849 0.8955 3.0602

Computed Mulliken charges, given in elementary charges: number 1, C, carries -0.618; number 2, C, carries -0.374; number 3, C, carries -0.338; number 4, C, carries 0.618; number 5, C, carries -0.116; number 6, C, carries -0.632; number 7, C, carries -0.580; number 8, N, carries 0.026; number 9, N, carries 0.101; number 10, O, carries -0.446; number 11, O, carries -0.427; number 12, S, carries -0.110; number 13, H, carries 0.445; number 14, H, carries 0.257; number 15, H, carries 0.344; number 16, H, carries 0.472; number 17, H, carries 0.260; number 18, H, carries 0.437; number 19, H, carries 0.322; number 20, H, carries 0.357